# 1
9
Properties=species:S:1:pos:R:3 method="wB97M-V/def2-TZVPD" relative_energy_kcal_mol=176.1 energy_ev=-8169.04699
C -1.93815 -0.35282 -0.06994
N 1.90318 0.01003 -0.02181
N 1.18185 1.03929 0.06705
O 1.55252 -1.15198 0.22705
O -0.08242 1.04948 0.32903
H -2.34308 0.60545 0.09582
H -1.46941 -0.70333 0.83233
H -1.68133 -0.76680 -1.07294
H 2.87684 0.27068 -0.38658

***

# 2
9
Properties=species:S:1:pos:R:3 method="wB97M-V/def2-TZVPD" relative_energy_kcal_mol=143.6 energy_ev=-8170.45946
C -0.07420 0.38618 -0.03879
H 0.90110 -1.72512 0.56287
H 1.71802 1.10076 -0.44158
H -0.53835 1.44389 0.09993
H -2.33275 0.44110 -0.00148
N 1.28378 0.33010 0.09377
N -0.79156 -0.67876 -0.17914
O 1.95431 -0.84162 -0.09881
O -2.12034 -0.45654 0.00323

***

# 3
9
Properties=species:S:1:pos:R:3 method="wB97M-V/def2-TZVPD" relative_energy_kcal_mol=134.0 energy_ev=-8170.87526
C -1.11802 -0.14293 0.46813
N 0.49110 0.84816 -1.82751
N 0.15593 0.52160 0.43271
O 1.24129 -0.24882 0.45141
O 1.44116 0.18879 -1.84602
H -1.82095 -0.11216 -0.36057
H -1.50036 0.07236 1.40319
H -0.91052 -1.18024 0.41048
H 2.02037 0.05325 0.86819

***

# 4
9
Properties=species:S:1:pos:R:3 method="wB97M-V/def2-TZVPD" relative_energy_kcal_mol=117.8 energy_ev=-8171.57924
C -1.32585 0.39703 -0.09304
N 1.46741 0.42279 -0.02108
N 0.90333 -0.76258 0.03846
O 2.68593 0.34476 0.17538
O -0.60399 -0.83974 -0.07351
H -1.64910 0.79338 0.84404
H -2.08989 0.33647 -0.76460
H -0.47278 1.00656 -0.50801
H 1.08494 -1.69867 0.40234

***

# 5
10
Properties=species:S:1:pos:R:3 method="wB97M-V/def2-TZVPD" relative_energy_kcal_mol=114.1 energy_ev=-19006.97724
C -0.13421 -0.28583 -0.53529
N 1.30963 0.61630 0.54951
N -1.23833 0.53152 -0.02675
O -1.37903 1.56968 -0.66720
O -1.79888 0.15418 0.95614
S -0.16447 -2.03448 -0.27069
H 0.36849 0.09619 -1.43397
H 1.72082 1.31106 0.01719
H 1.96200 -0.16441 0.44535
H -0.64603 -1.79421 0.96572

***

# 6
10
Properties=species:S:1:pos:R:3 method="wB97M-V/def2-TZVPD" relative_energy_kcal_mol=31.4 energy_ev=-19010.56331
C -0.10905 0.58888 0.02835
H -2.29308 0.97739 -0.05393
H -0.45417 -1.41953 -0.10279
H 1.77338 0.88570 -0.56388
H 2.11090 -1.28547 0.62893
N -0.86011 -0.53073 0.11071
N 1.24653 0.34841 0.10339
O -0.46582 1.76074 0.00750
O 1.61554 -0.96286 -0.13483
S -2.56411 -0.36253 -0.02344

***

# 7
10
Properties=species:S:1:pos:R:3 method="wB97M-V/def2-TZVPD" relative_energy_kcal_mol=82.3 energy_ev=-19008.35678
C -1.56603 -0.20053 -0.16732
N 2.51150 -0.59230 -0.26367
N 1.92840 -1.35735 0.25526
O 3.09678 0.18367 -0.86000
O 0.61802 1.13252 -0.12077
S -0.22053 0.37172 0.80620
H -1.17902 -1.05211 -0.70987
H -2.25269 -0.23768 0.65690
H -1.98265 0.34502 -1.02701
H -0.95377 1.40705 1.43028

***

# 8
10
Properties=species:S:1:pos:R:3 method="wB97M-V/def2-TZVPD" relative_energy_kcal_mol=94.3 energy_ev=-19007.83270
C 1.83748 -0.64871 0.10066
N 0.62865 0.63263 0.03262
N -0.59635 0.50278 0.01945
O -3.03678 0.35521 0.15106
O 1.29428 -1.73636 -0.13000
S -1.72700 -0.61805 0.09327
H -3.69776 0.26143 -0.48363
H 2.10621 -0.21613 1.15321
H 2.36507 -0.10760 -0.75123
H 0.82619 1.57480 -0.18541

***

# 9
10
Properties=species:S:1:pos:R:3 method="wB97M-V/def2-TZVPD" relative_energy_kcal_mol=83.1 energy_ev=-19008.32148
C 1.27166 0.36991 0.66805
N -2.42770 0.54782 -0.31459
N -1.80437 1.41619 0.02125
O -3.13034 -0.29464 -0.62265
O 0.18255 -0.82585 -1.67428
S 0.19716 -1.01110 -0.20846
H 1.93479 -0.35562 1.20600
H 1.77054 0.90361 -0.22089
H 0.70224 1.22134 1.07811
H 1.30347 -1.97167 0.06746

***

# 10
10
Properties=species:S:1:pos:R:3 method="wB97M-V/def2-TZVPD" relative_energy_kcal_mol=39.5 energy_ev=-19010.21313
C -1.54372 -0.09658 -0.71407
N -0.57255 -0.81678 -0.18010
N -1.75399 1.11431 -0.17696
O 2.34339 -1.50926 0.57891
O 3.16938 0.71533 0.16027
S 2.52880 -0.40625 -0.37432
H -0.23030 -0.57295 0.78188
H -0.22081 -1.64629 -0.53063
H -1.21522 1.46390 0.73883
H -2.50497 1.75456 -0.28380

***

# 11
10
Properties=species:S:1:pos:R:3 method="wB97M-V/def2-TZVPD" relative_energy_kcal_mol=27.6 energy_ev=-10221.22893
C -0.25850 0.23585 -0.28360
N -0.88738 -1.04286 -0.40377
N 1.20851 -0.14638 0.10465
O 1.38946 -1.12092 0.80451
O 2.01468 0.73207 -0.06438
O -0.60259 1.17730 0.69888
H -0.06702 0.73664 -1.29840
H -0.66352 -1.62852 0.45042
H -1.91409 -0.95452 -0.63852
H -0.21954 2.01134 0.63020

***

# 12
10
Properties=species:S:1:pos:R:3 method="wB97M-V/def2-TZVPD" relative_energy_kcal_mol=14.4 energy_ev=-10221.80022
N 0.08551 0.35683 0.54808
C -1.22871 0.62083 0.36048
N 1.97765 -0.50028 -0.43653
O 0.61308 -0.78138 -0.05621
O -1.95060 -0.43031 -0.07447
O -1.77267 1.69292 0.57245
H -2.85732 -0.06898 -0.13879
H 0.73284 1.12313 0.65154
H 1.94155 -0.72747 -1.43128
H 2.45866 -1.28531 0.00473